(a)
A cluster of 2 separate species, C6H10N in total, computed with ωB97M-V/def2-TZVPD.

## Properties
Kohn-Sham gap (alpha / beta) (eV): 7.3 / 8.2
⟨S²⟩: 2.01
HOMO level (alpha / beta) (eV): -11.7 / -15.8

Structure (ORCA input):
```
! RIJCOSX wB97M-V def2-TZVPD def2/J DEFGRID3
* xyz 1 3
N 0.00 -0.11 0.01
C 0.22 -0.72 1.11
C -0.24 -1.84 2.04
C 2.07 0.83 -0.44
C -1.14 0.70 -0.29
C -1.44 0.68 -1.77
C 1.07 -1.67 1.89
H 2.35 0.40 0.50
H -0.78 1.39 -2.36
H 2.00 -1.95 2.20
H -2.36 1.16 -2.05
H -1.07 -2.37 2.46
H 1.50 1.73 -0.28
H -1.50 -0.36 -2.15
H -1.94 0.16 0.26
H 2.32 0.27 -1.25
H -1.05 1.71 0.12
*
```

(b)
A structure of composition C6H10N, computed with ωB97M-V/def2-TZVPD.

## Properties
Kohn-Sham gap (alpha / beta) (eV): 6.7 / 6.5
⟨S²⟩: 2.02
HOMO level (alpha / beta) (eV): -11.9 / -15.0

Structure (ORCA input):
```
! RIJCOSX wB97M-V def2-TZVPD def2/J DEFGRID3
* xyz 1 3
N -2.39 -1.11 -0.15
C -2.37 0.14 -0.23
C -1.66 1.13 -0.03
C 1.06 -1.07 -0.24
C 0.72 0.41 -0.42
C -0.52 0.49 0.38
C 1.59 1.45 0.25
H 1.32 -1.37 0.83
H 0.97 2.31 0.31
H 2.47 1.57 -0.37
H -0.43 0.22 1.49
H -2.71 -1.57 -1.02
H 2.04 -1.17 -0.80
H -2.76 -1.46 0.75
H 0.33 -1.74 -0.68
H 0.48 0.70 -1.37
H 1.87 1.07 1.28
*
```

(c)
The ion C6H10N with charge +1, computed with ωB97M-V/def2-TZVPD.

## Properties
Kohn-Sham gap (alpha / beta) (eV): 7.8 / 8.0
⟨S²⟩: 2.01
HOMO level (alpha / beta) (eV): -10.5 / -15.5

Structure (ORCA input):
```
! RIJCOSX wB97M-V def2-TZVPD def2/J DEFGRID3
* xyz 1 3
N -0.56 -0.25 -0.34
C 1.08 -0.55 -0.28
C -1.56 -0.34 0.77
C 1.89 -1.46 0.13
C 0.63 2.04 0.15
C 0.58 0.75 -0.65
C -1.70 -1.12 -0.49
H -1.17 -0.80 1.72
H 1.53 2.60 -0.31
H 1.53 -2.47 0.49
H -1.66 -2.23 -0.54
H -0.23 2.69 -0.12
H -2.48 -0.95 -1.20
H 2.84 -1.19 0.33
H 0.82 0.91 -1.76
H 0.53 1.73 1.22
H -2.09 0.63 0.87
*
```

From most stable to least stable, the computed energies give (a), (b), (c).

(a)
The molecule C3H4Cl2S, computed with ωB97M-V/def2-TZVPD.

## Properties
Kohn-Sham gap (alpha / beta) (eV): 8.4 / 8.4
HOMO level (alpha / beta) (eV): -9.1 / -9.1
SMILES: CC(=S)C(Cl)Cl

Structure (ORCA input):
```
! RIJCOSX wB97M-V def2-TZVPD def2/J DEFGRID3
* xyz 0 1
Cl 0.90 2.01 0.54
Cl 0.42 1.03 -2.10
S 0.99 -2.02 0.44
C -1.15 -0.46 0.38
C 1.09 0.61 -0.52
C 0.29 -0.60 0.04
H -1.58 0.57 -0.08
H -1.80 -1.36 0.28
H 2.09 0.36 -0.39
H -1.25 -0.14 1.41
*
```

(b)
A cluster of 2 separate species, C3H4Cl2S in total, computed with ωB97M-V/def2-TZVPD.

## Properties
Kohn-Sham gap (alpha / beta) (eV): 8.6 / 8.6
HOMO level (alpha / beta) (eV): -9.4 / -9.4
SMILES: S=C(Cl)Cl.C=C

Structure (ORCA input):
```
! RIJCOSX wB97M-V def2-TZVPD def2/J DEFGRID3
* xyz 0 1
Cl 2.42 -1.21 1.59
Cl 2.25 1.50 0.82
S 1.98 -0.61 -1.24
C -1.30 -0.55 -0.61
C -1.38 0.65 0.07
C 2.16 -0.14 0.33
H -1.68 0.58 1.14
H -1.53 1.64 -0.37
H -1.28 -0.51 -1.71
H -1.64 -1.36 -0.03
*
```

From most stable to least stable, the computed energies give (a), (b).

(a)
A cluster of 2 separate species, C3H4OS in total, computed with ωB97M-V/def2-TZVPD.

## Properties
Kohn-Sham gap (alpha / beta) (eV): 8.5 / 7.9
HOMO level (alpha / beta) (eV): -9.7 / -9.0

Structure (ORCA input):
```
! RIJCOSX wB97M-V def2-TZVPD def2/J DEFGRID3
* xyz 0 1
S 1.42 1.32 0.06
O 2.96 -1.52 -0.31
C -1.24 0.14 -0.29
C 1.37 -0.29 -0.16
C 0.12 0.06 0.50
H -0.96 0.09 -1.43
H -1.99 -0.56 0.11
H -1.72 1.09 -0.04
H 0.03 -0.33 1.56
*
```

(b)
The molecule C3H4OS, computed with ωB97M-V/def2-TZVPD.

## Properties
Kohn-Sham gap (alpha / beta) (eV): 7.7 / 7.7
HOMO level (alpha / beta) (eV): -8.8 / -8.8
SMILES: C=C(O)C=S

Structure (ORCA input):
```
! RIJCOSX wB97M-V def2-TZVPD def2/J DEFGRID3
* xyz 0 1
S -0.13 -3.04 -0.68
O 0.48 -0.98 1.21
C -0.37 -1.51 -1.07
C 0.06 -0.26 0.14
C 0.12 1.14 0.38
H -0.19 1.86 -0.34
H -0.75 -1.16 -2.01
H 0.42 -1.93 1.01
H 0.51 1.44 1.33
*
```

From most stable to least stable, the computed energies give (b), (a).

(a)
A cluster of 40 separate species, H80O40 in total, computed with ωB97M-V/def2-TZVPD.

## Properties
Kohn-Sham gap (eV): 9.6
HOMO level (eV): -10.3

Structure (ORCA input):
```
! RIJCOSX wB97M-V def2-TZVPD def2/J DEFGRID3
* xyz 0 1
O -0.54 2.43 1.13
O 2.44 -4.43 0.58
O -3.96 2.89 -4.72
O 2.80 -0.98 -4.60
O -3.15 1.63 -0.52
O 3.69 -1.91 -2.53
O -0.42 0.64 -4.15
O -0.45 4.18 -4.74
O -0.18 -4.94 0.32
O -5.87 -2.45 -1.14
O -3.34 3.83 1.63
O -2.71 -3.72 -0.91
O 5.63 1.22 -3.13
O 1.34 5.44 -2.33
O -1.98 3.57 -2.35
O 4.17 0.50 -0.32
O 1.20 5.47 0.89
O 2.10 1.13 5.85
O 2.78 -1.50 0.68
O -1.58 -3.01 5.19
O -0.20 -4.56 -2.76
O 2.58 2.97 1.95
O 0.59 -3.45 -4.92
O 0.57 -4.52 3.80
O 3.18 -6.23 -1.10
O 1.87 0.07 3.33
O 2.12 3.91 4.33
O -4.06 -2.31 1.04
O -1.79 4.90 3.52
O -2.06 -0.75 -0.71
O 0.92 -0.61 -1.85
O 2.94 3.17 -0.72
O -3.49 -3.46 3.48
O -3.86 -0.43 5.39
O -4.50 0.31 1.40
O -0.22 2.16 3.80
O 0.71 -0.33 -6.85
O 6.23 -1.45 -0.31
O -1.26 -1.78 2.59
O 0.44 2.41 -1.91
H 1.54 4.60 0.91
H -2.83 3.68 -1.74
H 1.04 -0.46 -2.78
H 2.10 -4.00 -0.24
H 1.36 -4.59 4.35
H -4.92 0.60 2.23
H 3.09 -2.14 1.27
H 2.46 -0.26 2.56
H 5.85 0.31 -3.06
H -5.84 -1.47 -1.30
H -4.84 -2.82 0.73
H 5.63 -0.78 0.17
H 0.94 0.56 -6.72
H 0.33 -4.25 -3.54
H 3.22 -5.52 -1.74
H 1.77 2.53 2.33
H 6.92 -0.90 -0.62
H 0.82 4.66 -2.17
H -0.15 0.23 -4.92
H -0.99 1.63 4.04
H -2.05 4.65 4.40
H -2.01 2.66 -2.61
H -4.26 -3.26 4.06
H -3.30 4.33 2.46
H 3.06 -2.45 -2.05
H 3.10 -1.60 -5.22
H 3.21 3.28 0.24
H -0.62 -1.12 2.88
H -1.33 3.74 -4.66
H 1.19 5.84 -3.18
H 1.28 4.38 4.34
H 0.69 -2.50 -4.75
H 3.19 -5.77 -0.22
H 3.41 -0.93 0.19
H -1.97 -3.39 -0.45
H 4.22 1.03 0.48
H 3.11 3.52 2.54
H -1.14 -3.03 4.32
H 0.11 -0.32 -1.47
H 2.08 2.86 -0.49
H 3.44 0.91 -0.79
H 0.06 -5.90 0.17
H 1.74 3.05 4.55
H -3.33 3.63 -4.92
H -4.11 -2.18 2.06
H -0.05 1.94 -1.20
H -4.35 3.69 1.54
H -4.37 3.40 -4.01
H -0.21 -3.70 -2.35
H -1.36 0.65 -3.97
H -2.89 -0.39 -0.95
H -0.33 2.22 2.80
H 2.53 0.96 4.97
H -3.24 -4.28 3.91
H 4.86 1.34 -3.65
H -1.32 2.99 1.34
H 2.07 2.12 5.90
H -3.28 -1.01 5.91
H 2.63 -1.27 -3.69
H 0.18 2.84 0.69
H 0.01 -5.32 3.79
H -4.30 -0.66 1.24
H -4.86 -2.49 -1.13
H -1.44 5.76 3.37
H -0.13 -0.42 -6.38
H 0.88 1.66 -2.28
H -3.92 1.06 -0.53
H 1.36 -0.65 3.66
H -0.36 4.42 -3.68
H -1.88 -1.12 2.30
H -1.03 -4.86 0.80
H 0.99 -3.64 -5.76
H -2.35 -4.16 -1.65
H -0.99 -3.18 5.89
H 1.49 -4.68 0.89
H 0.87 5.44 0.01
H -2.85 2.22 0.20
H -2.27 -1.71 -0.71
H -3.96 -0.69 4.45
H 3.97 -1.50 -1.63
*
```

(b)
A cluster of 40 separate species, H80O40 in total, computed with ωB97M-V/def2-TZVPD.

## Properties
Kohn-Sham gap (eV): 9.3
HOMO level (eV): -10.1

Structure (ORCA input):
```
! RIJCOSX wB97M-V def2-TZVPD def2/J DEFGRID3
* xyz 0 1
O -1.23 3.19 -1.46
O -2.92 -5.06 -3.13
O -4.63 2.15 -2.38
O -3.94 0.71 -0.06
O 1.51 -4.28 4.50
O 4.95 1.29 -1.09
O -0.41 4.79 0.54
O 1.56 6.17 0.81
O 0.93 2.86 -5.13
O 1.13 0.84 -1.86
O -0.78 -5.94 -2.27
O -0.22 5.84 3.14
O 0.29 -2.58 -0.39
O -1.04 2.04 1.53
O 3.26 1.35 4.21
O 1.18 -4.17 -2.01
O 0.75 -5.74 0.21
O -3.64 1.25 5.43
O 3.67 -4.25 3.01
O 2.94 -1.29 2.86
O -4.34 0.29 -5.10
O -3.18 2.17 3.03
O -0.50 -2.70 3.95
O -4.31 -4.90 0.37
O 2.96 -1.08 -3.04
O -6.07 1.30 2.57
O -2.81 -1.47 -0.39
O -2.80 -2.02 -4.29
O 2.48 3.24 -1.89
O 3.47 -2.93 -4.99
O 1.27 -3.61 2.07
O 5.33 -2.61 2.05
O 3.91 2.79 1.34
O -2.33 -0.16 2.63
O -0.29 4.33 -3.32
O -0.88 1.15 -5.42
O 4.26 -3.19 -0.31
O -3.95 4.18 1.14
O 1.32 1.72 0.67
O 1.95 4.49 2.12
H 3.32 2.89 -1.75
H 4.53 -4.00 2.47
H -4.38 -4.78 1.25
H 0.52 4.21 -3.95
H -0.24 -6.21 0.23
H 0.45 5.17 0.41
H -3.69 1.82 2.40
H -4.97 0.67 -4.51
H 2.88 4.64 1.98
H -0.74 4.11 -0.02
H 1.99 3.43 -1.07
H 0.11 -6.23 -2.24
H 3.56 -1.29 -2.36
H -0.43 -2.46 0.23
H 5.13 1.58 -0.26
H 1.64 3.65 1.83
H 6.32 -2.45 1.78
H 3.19 2.70 0.63
H 3.38 2.53 2.19
H 1.77 2.64 -5.42
H 0.21 2.43 -5.57
H -0.40 -2.17 3.16
H 2.44 6.14 1.16
H 0.59 5.98 2.80
H -4.35 -0.69 -4.90
H 5.75 0.76 -1.38
H -0.35 0.97 -4.54
H -3.29 0.93 -0.77
H -0.75 -5.03 -2.01
H 1.64 6.39 -0.14
H 1.08 1.12 -0.17
H 1.50 0.05 -1.63
H 4.07 -4.05 -0.34
H -5.80 0.82 1.75
H 1.14 -4.03 2.91
H 0.74 -3.64 -1.41
H -3.04 -4.59 -3.93
H -3.24 0.40 5.26
H 4.51 -3.19 0.69
H 1.10 -2.79 0.06
H -1.84 3.73 -2.09
H 2.65 -3.26 -5.11
H -3.56 2.13 5.03
H -3.04 -1.27 -1.24
H -1.96 -5.41 -3.48
H -0.98 3.77 -3.48
H -0.53 4.90 2.72
H 1.44 -5.03 -1.69
H 4.30 1.30 4.32
H 0.94 1.37 1.50
H 3.61 -3.29 3.37
H -3.26 3.08 3.00
H -5.52 2.53 -2.18
H -3.52 -4.61 -0.09
H 1.09 -5.08 4.46
H -3.53 -2.22 -3.71
H -3.02 4.61 1.09
H 4.82 -1.78 1.89
H 2.26 -3.71 2.23
H 3.10 0.62 4.82
H 1.02 -3.48 4.37
H -6.13 2.12 2.24
H -4.36 4.82 0.59
H -1.88 0.69 2.64
H -3.45 -2.04 -0.09
H 0.73 -5.05 0.83
H 1.85 1.74 -1.98
H -1.83 1.15 -5.31
H -4.24 1.69 -1.59
H -1.38 -3.12 3.76
H -2.99 -0.10 3.25
H -3.20 0.18 0.46
H -1.91 -2.25 -3.84
H 3.36 -1.96 -4.67
H 2.66 -0.63 3.59
H 2.23 -1.72 -2.76
H -0.75 2.93 1.34
H -1.89 2.13 1.03
H -0.31 3.11 -1.88
H 2.23 -1.18 2.21
*
```

From most stable to least stable, the computed energies give (a), (b).